No. 1
{
  "formula": "C5H7N",
  "method": "the ωB97M-V functional and the def2-TZVPD basis",
  "spin_multiplicity": 1,
  "orbital_gap_ev": 10.750,
  "de_lowest_kj_mol": 394.06,
  "symbols": ["C", "C", "C", "C", "C", "N", "H", "H", "H", "H", "H", "H", "H"],
  "xyz": [[-0.024, 1.835, 2.948], [1.355, -0.385, 0.153], [-0.414, 0.489, -1.632], [-0.909, -0.789, -1.126], [0.358, -0.223, -0.648], [-0.143, 0.689, 2.797], [1.180, -1.222, 0.894], [2.188, 0.277, -0.013], [-0.082, 0.553, -2.692], [-0.782, 1.403, -1.289], [-1.811, -0.682, -0.374], [-0.803, -1.698, -1.723], [-0.114, -0.247, 2.705]],
  "atomic_forces_ev_per_a": [[-0.10, -0.03, -0.02], [0.02, -1.10, 1.02], [1.95, 0.70, -3.01], [-2.55, -0.81, 2.98], [-1.25, -0.56, -0.93], [0.03, 3.37, 0.49], [1.30, 1.02, -0.80], [0.51, -0.11, 0.97], [-0.14, -0.09, 0.81], [-1.03, 1.21, 0.49], [1.66, -0.72, -1.73], [-0.41, 0.38, 0.14], [0.02, -3.26, -0.40]]
}

***

No. 2
{
  "formula": "C2H4N4O",
  "method": "the ωB97M-V functional and the def2-TZVPD basis",
  "spin_multiplicity": 1,
  "smiles": "[H]/N=C(\\O)N1N=C1N",
  "orbital_gap_ev": 10.169,
  "de_lowest_kj_mol": 277.71,
  "symbols": ["H", "N", "C", "O", "N", "N", "C", "N", "H", "H", "H"],
  "xyz": [[-1.948, -1.111, 1.415], [-1.041, -0.860, 1.022], [-1.202, -0.124, 0.009], [-2.385, 0.329, -0.448], [-0.141, 0.354, -0.826], [0.800, -0.885, -1.284], [1.138, -0.032, -0.432], [2.131, 0.462, 0.313], [-2.199, 0.831, -1.257], [2.935, -0.123, 0.481], [1.913, 1.159, 1.008]],
  "atomic_forces_ev_per_a": [[0.13, 0.06, 0.05], [-0.11, 0.24, -0.29], [0.16, -0.19, 0.26], [0.05, 0.04, -0.11], [-0.19, 0.20, 0.06], [0.33, 0.19, 0.25], [-0.03, -0.29, -0.26], [-0.10, -0.10, 0.03], [-0.06, -0.07, 0.10], [-0.12, 0.07, -0.03], [-0.08, -0.14, -0.06]]
}

***

No. 3
{
  "formula": "C32H31CoN4PS3",
  "method": "the ωB97M-V functional and the def2-TZVPD basis",
  "spin_multiplicity": 5,
  "orbital_gap_ev": [7.625, 5.005],
  "de_lowest_kj_mol": 0.00,
  "charge": 1,
  "symbols": ["Co", "C", "C", "C", "C", "C", "C", "P", "C", "C", "C", "C", "C", "C", "C", "C", "C", "C", "C", "C", "H", "H", "H", "H", "H", "H", "H", "H", "H", "H", "H", "H", "H", "H", "C", "C", "N", "C", "C", "N", "C", "C", "H", "H", "H", "H", "H", "H", "H", "H", "H", "H", "H", "H", "S", "C", "S", "C", "N", "N", "C", "C", "C", "C", "C", "C", "S", "H", "H", "H", "H", "H"],
  "xyz": [[0.008, -0.165, -0.373], [6.691, -0.246, -0.301], [6.226, -1.417, 0.289], [4.871, -1.712, 0.278], [3.962, -0.830, -0.310], [4.438, 0.330, -0.913], [5.799, 0.623, -0.909], [2.181, -1.199, -0.263], [2.113, -2.979, -0.662], [1.368, -3.862, 0.112], [1.307, -5.210, -0.229], [1.983, -5.678, -1.345], [2.716, -4.796, -2.132], [2.779, -3.452, -1.795], [1.645, -1.056, 1.477], [2.395, -1.300, 2.634], [1.794, -1.117, 3.867], [0.462, -0.706, 3.946], [-0.272, -0.460, 2.796], [0.305, -0.614, 1.529], [7.752, -0.021, -0.296], [6.922, -2.107, 0.751], [4.522, -2.645, 0.707], [3.750, 1.010, -1.400], [6.158, 1.526, -1.387], [0.840, -3.499, 0.987], [0.734, -5.895, 0.384], [1.944, -6.730, -1.601], [3.242, -5.157, -3.008], [3.358, -2.769, -2.409], [3.428, -1.623, 2.581], [2.360, -1.295, 4.773], [0.002, -0.571, 4.919], [-1.306, -0.139, 2.892], [1.269, 2.426, -0.967], [1.225, 3.964, -1.173], [-0.162, 4.436, -1.167], [-0.763, 4.134, 0.136], [-0.709, 2.607, 0.416], [-0.115, 1.910, -0.755], [-0.927, 2.218, -1.965], [-0.913, 3.750, -2.221], [1.866, 2.149, -0.098], [1.674, 1.912, -1.837], [1.685, 4.241, -2.121], [1.768, 4.476, -0.380], [-1.792, 4.494, 0.134], [-0.222, 4.684, 0.905], [-1.704, 2.191, 0.579], [-0.105, 2.364, 1.289], [-1.939, 1.851, -1.783], [-0.514, 1.656, -2.802], [-1.927, 4.147, -2.239], [-0.451, 3.979, -3.181], [-6.713, -0.895, -2.511], [-5.152, -0.939, -2.027], [-3.887, -1.629, -2.981], [-2.713, -1.091, -1.832], [-3.265, -0.467, -0.771], [-4.581, -0.409, -0.868], [-5.285, 0.166, 0.252], [-6.557, -0.275, 0.596], [-7.196, 0.301, 1.680], [-6.578, 1.302, 2.415], [-5.298, 1.726, 2.072], [-4.645, 1.161, 0.995], [-1.077, -1.387, -2.016], [-7.037, -1.076, 0.054], [-8.183, -0.047, 1.956], [-7.090, 1.749, 3.260], [-4.808, 2.502, 2.646], [-3.651, 1.476, 0.722]],
  "atomic_forces_ev_per_a": [[-0.04, 0.47, 0.14], [0.00, -0.04, 0.02], [-0.02, 0.01, 0.00], [0.07, -0.03, -0.03], [-0.01, 0.01, -0.13], [0.08, 0.07, 0.00], [-0.10, -0.03, 0.00], [0.23, -0.24, 0.40], [0.04, 0.02, 0.00], [-0.05, -0.10, 0.01], [-0.02, 0.11, 0.03], [0.02, 0.00, -0.03], [0.00, 0.08, 0.01], [-0.01, -0.04, -0.05], [0.00, 0.09, 0.16], [-0.11, -0.04, -0.07], [-0.02, 0.01, -0.05], [0.02, -0.02, -0.04], [-0.04, -0.03, -0.05], [0.25, -0.02, 0.03], [-0.09, -0.02, 0.00], [-0.03, 0.03, -0.03], [0.01, 0.04, 0.00], [-0.01, -0.02, 0.02], [-0.02, -0.03, 0.02], [0.03, -0.04, 0.00], [0.02, 0.03, -0.01], [0.00, 0.06, 0.00], [-0.02, 0.03, 0.06], [-0.01, -0.05, 0.04], [-0.03, 0.03, -0.03], [-0.03, 0.00, -0.01], [0.02, -0.01, -0.03], [0.06, 0.00, -0.01], [-0.26, 0.15, 0.02], [-0.18, -0.08, 0.01], [0.01, -0.14, 0.05], [0.05, -0.11, -0.15], [0.05, 0.08, -0.15], [0.06, -0.10, -0.13], [0.07, 0.14, 0.17], [0.08, -0.05, 0.16], [0.02, -0.04, 0.05], [0.02, -0.04, -0.05], [-0.01, 0.02, -0.02], [0.00, 0.03, 0.02], [0.00, 0.01, -0.02], [0.02, 0.04, 0.01], [0.02, -0.04, 0.00], [0.02, -0.01, 0.02], [0.01, -0.02, 0.01], [0.02, -0.01, -0.01], [-0.01, 0.02, 0.00], [0.02, 0.02, 0.00], [0.15, 0.07, 0.02], [-0.44, 0.10, 0.06], [0.13, 0.01, -0.01], [0.01, 0.01, 0.23], [0.16, -0.12, -0.23], [0.07, -0.07, 0.14], [-0.07, 0.14, -0.08], [0.12, -0.14, -0.01], [-0.02, 0.07, 0.11], [0.00, 0.02, 0.00], [-0.07, 0.03, 0.10], [-0.05, -0.19, -0.26], [-0.29, -0.12, -0.33], [0.05, 0.04, 0.05], [0.03, 0.02, 0.00], [0.05, -0.04, -0.07], [-0.04, -0.06, -0.04], [0.00, 0.01, -0.03]]
}

***

No. 4
{
  "formula": "C20H52N2O17PS6",
  "method": "the ωB97M-V functional and the def2-TZVPD basis",
  "spin_multiplicity": 1,
  "orbital_gap_ev": 7.424,
  "charge": 1,
  "symbols": ["N", "C", "C", "P", "O", "O", "S", "C", "C", "C", "N", "H", "H", "H", "H", "H", "H", "H", "H", "H", "H", "H", "H", "O", "S", "O", "O", "C", "C", "C", "H", "H", "H", "H", "H", "H", "H", "H", "O", "S", "O", "O", "C", "C", "C", "H", "H", "H", "H", "H", "H", "H", "H", "O", "S", "O", "O", "C", "C", "C", "H", "H", "H", "H", "H", "H", "H", "H", "O", "S", "O", "O", "C", "C", "C", "H", "H", "H", "H", "H", "H", "H", "H", "O", "S", "O", "O", "C", "C", "C", "H", "H", "H", "H", "H", "H", "H", "H"],
  "xyz": [[0.690, -5.342, -0.817], [0.041, -4.260, -1.616], [-1.095, -3.587, -0.782], [-2.284, -4.747, 0.123], [-2.225, -6.225, -0.670], [-3.838, -4.111, 0.143], [-1.731, -5.055, 1.948], [-0.353, -2.646, 0.235], [-0.297, -1.325, -0.617], [-1.643, -1.337, -1.372], [-1.981, -2.593, -1.435], [1.698, -5.198, -0.837], [0.447, -5.253, 0.170], [-0.311, -4.753, -2.557], [0.862, -3.572, -1.909], [-2.197, -6.098, -1.631], [-4.287, -4.276, -0.701], [-0.931, -2.379, 1.145], [0.662, -2.996, 0.488], [0.432, -1.547, -1.440], [0.074, -0.390, -0.168], [-2.219, -0.490, -1.780], [-2.856, -2.796, -1.912], [-1.772, -4.891, -5.197], [-0.459, -4.688, -5.752], [0.158, -3.388, -5.761], [-0.408, -5.299, -7.232], [-1.376, -4.845, -8.196], [-1.057, -3.454, -8.710], [0.665, -5.833, -5.010], [-2.383, -4.893, -7.775], [-1.341, -5.552, -9.024], [-1.156, -2.709, -7.920], [-1.734, -3.178, -9.518], [-0.033, -3.404, -9.076], [0.222, -6.826, -5.029], [0.833, -5.517, -3.984], [1.602, -5.812, -5.562], [2.335, -1.440, 1.916], [2.728, -0.495, 2.932], [3.446, 0.701, 2.594], [3.525, -1.277, 4.087], [4.671, -2.059, 3.716], [5.878, -1.194, 3.405], [1.316, -0.053, 3.897], [4.427, -2.716, 2.877], [4.895, -2.699, 4.570], [5.715, -0.594, 2.510], [6.760, -1.814, 3.239], [6.079, -0.505, 4.226], [0.787, -0.958, 4.186], [0.677, 0.576, 3.280], [1.646, 0.502, 4.771], [2.995, -0.875, -9.430], [1.655, -0.358, -9.440], [0.568, -1.108, -10.005], [1.667, 1.114, -10.086], [2.231, 1.275, -11.397], [1.311, 0.753, -12.484], [1.208, 0.122, -7.800], [3.214, 0.801, -11.448], [2.383, 2.346, -11.536], [1.197, -0.329, -12.420], [1.711, 0.990, -13.471], [0.316, 1.191, -12.391], [2.011, 0.721, -7.376], [1.068, -0.789, -7.219], [0.279, 0.686, -7.841], [-0.963, 1.193, 5.366], [-1.903, 1.998, 4.634], [-1.538, 3.281, 4.106], [-3.248, 2.145, 5.496], [-3.147, 2.666, 6.834], [-2.919, 4.165, 6.851], [-2.592, 1.032, 3.323], [-2.366, 2.140, 7.388], [-4.095, 2.440, 7.323], [-1.944, 4.421, 6.436], [-2.959, 4.549, 7.871], [-3.672, 4.677, 6.250], [-2.903, 0.068, 3.720], [-1.815, 0.898, 2.572], [-3.434, 1.570, 2.896], [-2.111, 6.794, 8.986], [-1.672, 8.119, 9.332], [-1.644, 9.174, 8.359], [-0.230, 8.020, 10.039], [0.826, 7.353, 9.333], [1.384, 8.199, 8.204], [-2.574, 8.680, 10.743], [0.484, 6.381, 8.970], [1.612, 7.165, 10.065], [0.643, 8.345, 7.417], [2.256, 7.717, 7.760], [1.670, 9.186, 8.568], [-2.569, 7.899, 11.499], [-3.592, 8.887, 10.419], [-2.110, 9.590, 11.117]],
  "atomic_forces_ev_per_a": [[-0.16, 0.74, 0.21], [0.29, -1.30, -0.67], [0.10, 0.59, 0.99], [-0.10, -2.66, 2.23], [-0.70, 2.83, 0.22], [2.22, -0.65, -1.34], [-0.17, 0.43, -0.90], [-0.43, 1.49, -0.16], [0.25, -0.22, -1.29], [2.01, -1.29, 1.56], [-0.52, 1.99, -1.50], [-0.17, -0.12, -0.11], [-0.09, -0.30, -0.13], [-0.24, 0.74, 0.72], [-1.00, 0.21, 0.07], [0.04, -0.37, -0.13], [-0.38, -0.09, 0.15], [0.35, -0.77, -0.44], [-0.67, 0.14, 0.01], [-0.37, 0.45, 0.36], [-0.62, -0.49, 0.08], [0.19, -0.72, 0.10], [0.24, -0.50, -0.05], [0.15, 0.48, 0.13], [0.72, -0.75, -1.06], [-0.55, -0.11, 0.39], [0.10, 0.06, 1.06], [-0.65, 0.54, -0.74], [0.14, 0.06, 0.26], [-0.04, -0.08, -0.15], [0.13, -0.07, 0.18], [0.21, -0.17, 0.26], [-0.04, 0.00, -0.04], [0.03, -0.10, -0.01], [-0.08, -0.02, -0.08], [0.00, 0.04, -0.04], [0.02, 0.02, -0.05], [-0.05, 0.03, -0.02], [0.12, 0.17, -0.24], [0.19, 0.18, 1.17], [-0.26, -0.53, -0.35], [-0.66, 0.30, -0.41], [0.85, -0.32, -0.23], [-0.07, 0.24, -0.17], [0.11, -0.22, -0.03], [-0.16, 0.12, 0.01], [-0.31, 0.13, 0.08], [0.02, -0.03, 0.02], [-0.07, -0.06, 0.07], [0.01, -0.09, 0.02], [0.04, 0.03, 0.03], [0.14, 0.04, -0.04], [-0.02, 0.01, -0.05], [-0.45, -0.08, -0.23], [-0.05, 0.70, 0.04], [0.48, 0.01, 0.07], [-0.10, -0.48, 0.61], [0.22, 0.02, -0.91], [-0.14, -0.26, 0.08], [-0.01, 0.09, 0.03], [-0.07, -0.07, 0.18], [-0.07, -0.03, 0.34], [0.03, 0.03, -0.02], [0.04, 0.08, 0.07], [0.06, 0.06, -0.03], [-0.01, -0.01, -0.06], [0.04, -0.06, -0.12], [0.03, -0.02, -0.05], [-0.04, 0.37, -0.19], [-0.92, 0.27, 0.32], [0.24, -0.53, 0.18], [0.50, -0.39, -0.74], [0.09, 0.60, 0.88], [0.17, 0.03, -0.21], [-0.12, -0.12, 0.03], [0.03, -0.08, -0.21], [-0.02, -0.20, -0.31], [-0.01, 0.01, 0.06], [-0.04, -0.06, -0.02], [-0.03, -0.03, 0.08], [0.00, 0.05, 0.03], [0.06, 0.08, 0.08], [0.04, 0.02, 0.05], [0.17, 0.31, -0.22], [0.32, 0.32, 0.52], [-0.10, -0.57, 0.07], [-0.70, 0.08, 0.03], [0.65, -0.25, -0.53], [-0.20, 0.13, -0.17], [0.08, -0.05, 0.09], [-0.17, 0.08, 0.05], [-0.26, 0.10, 0.19], [0.03, -0.02, 0.02], [0.00, -0.04, 0.11], [0.05, -0.07, 0.03], [0.03, 0.01, -0.04], [0.06, -0.04, -0.10], [0.02, -0.03, -0.05]]
}

***

No. 5
{
  "formula": "C4H12N2OP2S",
  "method": "the ωB97M-V functional and the def2-TZVPD basis",
  "spin_multiplicity": 1,
  "smiles": "[H]/N=C\\CCC.[H]/P=N/PSO",
  "orbital_gap_ev": 7.442,
  "symbols": ["H", "N", "C", "C", "C", "C", "H", "H", "H", "H", "H", "H", "H", "H", "H", "P", "N", "P", "S", "O", "H", "H"],
  "xyz": [[1.903, -1.053, 0.705], [1.798, -0.097, 0.663], [0.921, 0.101, -0.237], [0.312, -0.807, -1.169], [-1.088, -0.355, -1.657], [-1.533, -1.288, -2.717], [0.722, 1.162, -0.322], [0.288, -1.794, -0.807], [0.857, -0.746, -2.081], [-1.047, 0.727, -2.083], [-1.758, -0.358, -0.764], [-1.239, -1.095, -3.692], [-1.124, -2.293, -2.532], [-2.639, -1.404, -2.532], [-2.791, -0.374, 2.047], [-1.390, -0.471, 2.351], [-1.049, 1.047, 2.217], [0.257, 2.075, 2.306], [2.118, 1.445, 3.093], [3.223, 1.941, 2.009], [-0.198, 2.619, 3.569], [3.458, 1.018, 1.634]],
  "atomic_forces_ev_per_a": [[0.89, -3.14, 0.55], [-0.73, 1.27, -0.79], [1.54, 2.32, 1.20], [-1.63, 1.28, -1.02], [0.85, 1.92, 1.02], [-2.36, -2.21, 2.12], [-0.54, 0.34, -0.58], [-0.02, -1.45, 0.37], [1.12, -0.33, -0.73], [0.01, -1.68, 1.01], [0.18, 0.14, -0.83], [0.15, 0.93, -1.88], [-0.15, 0.11, 0.15], [0.89, 0.04, -1.20], [0.00, -0.12, 0.11], [0.05, 0.09, -0.32], [-0.13, -0.70, 0.30], [0.23, 1.32, 0.53], [-1.03, 0.17, 2.04], [0.76, -2.48, -1.20], [0.23, -0.11, -0.73], [-0.32, 2.27, -0.11]]
}